Record 1
{"formula": "C33H28BCl2N4O8S2W", "method": "the ωB97M-V functional and the def2-TZVPD basis", "orbital_gap_ev": [6.9, 6.9], "lumo_energy_ev": [2.0, 2.1], "fmax_ha_per_bohr": 0.009, "total_charge": -1, "e_homo_ev": [-4.813, -4.875], "total_energy_ha": -3904.171173, "species": ["O", "C", "H", "H", "C", "O", "N", "C", "C", "C", "S", "C", "H", "O", "C", "O", "C", "H", "H", "H", "H", "H", "H", "C", "C", "N", "C", "Cl", "H", "H", "C", "C", "C", "S", "C", "H", "H", "C", "H", "C", "C", "N", "C", "H", "H", "C", "O", "H", "H", "C", "H", "N", "O", "H", "C", "C", "C", "B", "H", "C", "Cl", "H", "C", "W", "H", "C", "H", "O", "O", "C", "H", "H", "C", "H", "C", "C", "C", "H", "C"], "xyz": [[1.635, -0.771, 2.143], [0.559, -4.320, 5.717], [7.264, -2.194, -0.400], [0.775, -5.781, 0.100], [1.934, -2.722, 4.532], [2.079, 4.641, 2.957], [-0.524, -1.301, 2.172], [-3.559, -1.323, -2.480], [-0.397, -2.993, 4.010], [0.651, -1.290, -2.580], [-1.607, -2.324, 2.891], [0.819, -2.374, 3.793], [-3.332, -0.661, -0.451], [-2.266, 1.628, 2.995], [4.440, -1.496, -3.153], [-2.051, -3.318, 1.962], [1.542, 3.617, 2.249], [4.797, -1.790, -4.131], [7.647, 0.742, 0.551], [2.542, -4.901, -0.301], [0.475, -5.091, 6.472], [-1.033, -1.975, -4.639], [-4.223, 4.152, -1.573], [5.949, -0.569, 0.240], [5.330, -1.211, -2.137], [0.371, -2.490, 0.159], [-0.083, 1.910, 2.075], [-2.432, 2.635, -1.618], [-0.039, 3.317, 3.699], [-3.502, -1.978, -4.527], [-2.823, -0.955, -1.362], [-1.538, -1.685, -3.723], [2.650, -1.011, -1.615], [1.701, -1.687, -3.898], [3.555, -0.738, -0.592], [-4.642, -1.324, -2.434], [6.389, -1.293, -2.346], [4.908, -0.836, -0.846], [6.080, 0.056, 2.297], [0.711, -1.403, 2.677], [1.402, 2.230, 0.332], [0.520, 1.490, 0.978], [6.745, -1.856, 0.498], [7.492, -1.687, 1.278], [7.433, 0.265, -1.136], [-0.808, -1.308, -2.600], [1.998, 2.443, -1.984], [1.880, -5.023, 1.598], [2.802, 5.030, 2.453], [-1.499, 1.335, 2.110], [3.161, -0.481, 0.381], [1.279, -0.953, -1.491], [-2.587, -1.600, 3.642], [-4.192, 3.071, -0.143], [-0.560, -3.968, 4.971], [5.301, -0.129, 1.553], [3.080, -1.395, -2.882], [1.569, -4.926, 0.426], [6.351, 1.462, -0.421], [6.902, 0.541, -0.223], [-5.314, 2.120, -1.969], [4.728, 0.793, 1.428], [-2.921, -1.690, -3.660], [-0.111, -0.398, 0.187], [2.645, -4.007, 6.092], [0.857, -3.532, 0.272], [-1.517, -4.448, 5.126], [-1.749, 0.663, 1.015], [0.205, 1.217, -1.363], [-1.433, -0.935, -1.395], [2.700, 3.927, 0.428], [2.886, -2.244, 4.340], [-4.066, 3.141, -1.217], [4.626, -0.889, 1.949], [0.438, 2.963, 2.797], [1.790, -3.704, 5.502], [1.270, 1.925, -1.161], [6.080, -2.658, 0.824], [1.988, 3.306, 0.958]], "atomic_forces_ev_per_a": [[0.063, -0.053, -0.091], [0.004, 0.014, -0.010], [-0.002, 0.001, 0.002], [0.007, 0.008, 0.000], [0.011, 0.007, -0.005], [0.005, 0.002, 0.005], [0.015, 0.080, 0.199], [0.013, -0.010, -0.011], [-0.001, 0.022, -0.017], [-0.028, 0.010, -0.042], [-0.002, -0.031, -0.025], [0.006, -0.019, 0.008], [0.000, -0.003, 0.003], [-0.066, 0.045, -0.071], [-0.005, 0.022, 0.002], [0.005, 0.002, 0.008], [-0.008, -0.017, -0.028], [-0.002, -0.002, 0.001], [-0.002, 0.000, -0.001], [-0.003, -0.002, 0.005], [-0.001, -0.001, 0.000], [0.000, -0.001, 0.002], [0.004, 0.008, 0.023], [0.002, -0.003, 0.010], [0.006, -0.018, -0.003], [-0.091, -0.021, 0.096], [0.008, -0.049, 0.081], [-0.007, -0.002, -0.060], [-0.003, 0.003, -0.007], [0.001, 0.002, 0.000], [-0.008, 0.027, 0.004], [0.002, -0.003, -0.015], [0.014, 0.013, 0.009], [0.003, -0.016, 0.007], [-0.009, -0.002, 0.002], [-0.001, 0.001, 0.001], [-0.002, -0.002, 0.002], [0.007, 0.011, -0.004], [0.000, 0.000, -0.001], [0.009, 0.012, -0.022], [0.033, -0.081, -0.008], [-0.016, 0.025, 0.166], [-0.005, 0.002, 0.000], [-0.002, -0.001, -0.002], [-0.002, 0.001, 0.003], [0.022, -0.001, 0.014], [0.051, -0.069, 0.011], [-0.001, -0.003, -0.008], [0.000, 0.003, 0.003], [0.026, -0.032, 0.033], [0.004, 0.000, 0.002], [0.003, -0.099, 0.104], [0.011, 0.013, 0.013], [0.000, -0.020, 0.000], [-0.007, -0.011, 0.010], [-0.001, -0.001, -0.009], [-0.004, 0.004, -0.022], [0.006, -0.006, 0.039], [0.003, -0.002, -0.001], [0.000, 0.004, -0.001], [0.018, -0.007, -0.018], [0.001, -0.002, 0.001], [-0.003, 0.004, 0.005], [-0.020, 0.126, -0.467], [0.001, 0.000, -0.001], [-0.007, -0.009, -0.104], [0.002, -0.001, 0.000], [-0.050, -0.049, 0.066], [0.098, -0.075, 0.060], [0.062, -0.036, 0.031], [-0.004, -0.005, -0.004], [-0.001, -0.002, 0.001], [-0.005, 0.008, 0.060], [-0.003, 0.002, -0.002], [-0.041, 0.064, -0.021], [-0.004, -0.011, 0.003], [-0.128, 0.222, -0.017], [0.003, 0.000, 0.000], [0.017, 0.009, 0.004]], "mulliken_charge": [-0.6254, -0.4830, 0.3510, -0.1536, -0.3614, -0.5510, -0.1862, -0.6057, 0.2381, 0.1927, 1.0065, -0.2308, 0.5320, -0.7521, -1.3943, -0.6802, 1.0435, 0.3892, 0.4488, -0.1882, 0.3965, 0.4033, 0.3640, 2.1164, -0.0049, -0.3207, 0.4759, -0.0289, 0.5570, 0.3694, -0.6082, -0.6217, -1.8087, -0.4928, 0.0673, 0.4813, 0.4253, 0.3783, 0.4735, 0.8860, -0.0261, 0.3641, -1.7239, 0.4448, 0.3447, 0.6852, -0.7821, -0.1937, 0.2994, 0.3372, -0.0121, 0.9744, -0.6840, 0.2088, -0.8759, -1.8151, 1.2426, 0.5801, 0.3605, -1.7520, -0.1864, 0.2825, -0.9267, 1.8445, 0.4054, -0.2886, 0.4612, -0.6111, -0.6074, 0.1567, 0.4573, 0.4999, -0.3414, 0.3082, -1.1292, -0.6643, 0.2601, 0.3648, -0.7604]}

***

Record 2
{"formula": "C33H28BaBrN2O2PS2", "method": "the ωB97M-V functional and the def2-TZVPD basis", "orbital_gap_ev": 4.6, "lumo_energy_ev": 4.0, "fmax_ha_per_bohr": 0.013, "total_charge": -2, "e_homo_ev": -0.592, "total_energy_ha": -5271.568684, "species": ["H", "H", "C", "C", "H", "H", "C", "N", "C", "H", "O", "H", "H", "C", "S", "H", "C", "N", "C", "C", "H", "P", "C", "C", "H", "C", "C", "C", "C", "C", "H", "C", "C", "H", "C", "H", "C", "Ba", "H", "H", "O", "H", "H", "C", "C", "C", "C", "C", "C", "H", "H", "H", "C", "H", "H", "C", "H", "C", "C", "H", "C", "C", "S", "C", "H", "H", "H", "H", "Br", "C"], "xyz": [[5.004, -1.394, 0.451], [-5.661, 3.530, -2.988], [-0.436, -3.342, -1.583], [1.176, -0.642, 1.621], [-6.431, -1.953, 1.339], [2.411, -4.315, -3.085], [4.375, 2.064, 3.299], [-1.219, -2.266, -1.197], [-4.659, 3.754, -2.639], [-0.897, 3.615, 2.213], [3.245, -1.321, -2.739], [4.800, -1.129, -1.312], [0.568, 2.828, 2.826], [1.466, -4.403, -2.564], [2.377, -0.020, -2.839], [4.813, 1.791, 4.251], [4.077, 1.083, 2.365], [2.575, 0.855, -1.360], [0.275, -1.549, 2.162], [-3.316, -1.748, -0.006], [2.730, 2.989, -0.075], [3.210, 0.155, -0.113], [0.988, -5.656, -2.165], [-0.909, -4.601, -1.185], [-0.540, -1.191, 2.779], [-4.344, 5.023, -2.190], [-5.509, -1.517, 0.969], [-4.502, -2.324, 0.476], [3.515, 3.736, 1.799], [2.293, -2.444, 0.468], [1.466, -4.397, 0.764], [0.765, -3.245, -2.285], [-4.139, 0.408, 0.483], [3.270, 4.769, 1.587], [1.404, -3.348, 1.030], [-4.047, 1.493, 0.490], [3.507, 1.425, 1.142], [-0.530, 0.936, -0.906], [-0.324, -3.609, 2.271], [3.022, -2.779, -0.260], [0.052, 2.350, 0.877], [0.696, 4.154, 1.667], [4.322, 4.165, 3.741], [-5.322, -0.135, 0.967], [3.215, 2.755, 0.864], [4.828, -0.652, -0.330], [0.102, 3.249, 1.910], [-2.345, 2.989, -2.170], [4.098, 3.395, 3.012], [-2.847, 6.317, -1.360], [-6.110, 0.514, 1.341], [-1.138, 4.580, -1.339], [2.187, -1.086, 0.759], [1.055, 0.427, 1.797], [-0.579, -6.733, -1.155], [-2.268, -2.635, -0.541], [1.185, -2.283, -2.551], [-0.206, -5.766, -1.471], [-2.120, 4.306, -1.726], [1.557, -6.550, -2.395], [-3.068, -0.360, -0.017], [0.394, -2.903, 1.872], [-2.390, -4.396, -0.312], [-3.079, 5.322, -1.722], [-4.655, -3.400, 0.454], [5.603, 0.113, -0.289], [4.280, 0.041, 2.593], [-3.959, 1.784, -2.953], [-5.696, 6.396, -2.207], [-3.663, 2.776, -2.613]], "atomic_forces_ev_per_a": [[0.027, 0.055, 0.044], [0.005, 0.006, 0.001], [0.047, -0.046, -0.004], [0.034, 0.036, -0.198], [0.004, 0.001, 0.000], [-0.014, -0.003, 0.020], [-0.008, -0.012, 0.001], [0.011, 0.098, 0.024], [-0.001, -0.007, -0.002], [-0.002, -0.010, -0.001], [-0.145, -0.072, 0.031], [-0.016, 0.029, 0.007], [0.005, 0.024, 0.009], [0.032, 0.024, -0.051], [-0.078, 0.052, -0.040], [0.000, 0.005, 0.000], [0.021, 0.020, -0.009], [0.082, -0.005, 0.065], [0.032, 0.027, -0.030], [-0.033, 0.064, 0.048], [0.034, 0.005, 0.015], [-0.038, 0.062, -0.038], [-0.030, -0.005, 0.009], [-0.031, 0.028, -0.035], [0.007, -0.006, 0.013], [0.004, -0.007, -0.001], [0.003, 0.012, -0.003], [0.014, -0.003, -0.020], [0.002, 0.003, 0.014], [-0.036, 0.123, -0.064], [0.001, 0.013, 0.001], [0.037, -0.070, 0.078], [-0.027, -0.013, 0.039], [0.006, -0.008, 0.001], [0.006, -0.057, 0.034], [0.008, -0.010, 0.001], [-0.004, 0.010, 0.037], [-0.228, -0.230, -0.589], [-0.011, 0.006, 0.001], [0.027, -0.010, 0.010], [0.108, 0.172, 0.349], [-0.038, -0.007, 0.015], [-0.002, -0.004, -0.001], [0.010, -0.005, -0.016], [-0.025, -0.014, 0.006], [-0.054, -0.094, 0.035], [0.011, -0.030, -0.009], [0.106, -0.140, 0.150], [-0.006, 0.006, -0.018], [-0.004, -0.005, -0.003], [0.005, -0.004, -0.003], [-0.016, -0.018, 0.018], [-0.005, -0.059, 0.166], [-0.032, -0.072, 0.046], [0.001, 0.000, 0.006], [0.003, -0.080, -0.002], [-0.017, 0.071, -0.049], [0.003, -0.004, -0.007], [0.048, 0.063, -0.012], [0.003, 0.004, 0.001], [0.151, 0.035, 0.016], [-0.002, -0.006, 0.026], [0.007, 0.037, -0.003], [-0.012, -0.022, -0.044], [0.011, 0.006, -0.003], [-0.013, 0.022, -0.053], [0.002, 0.001, -0.005], [-0.002, 0.008, 0.010], [0.005, -0.006, 0.000], [0.010, 0.017, -0.037]], "mulliken_charge": [0.3972, 0.3429, -0.9186, -0.2179, 0.3475, 0.4558, -0.6420, -0.0241, -0.5116, 0.2681, -0.7063, 0.3956, 0.2431, -0.6031, -0.0380, 0.3829, -0.3752, -0.6637, -0.4273, 0.8014, 0.3697, 1.1753, -0.3705, 1.1891, 0.4024, 0.2897, -0.6402, -0.7793, -0.4816, -0.4145, 0.4285, -0.2486, -0.5357, 0.3853, -0.4077, 0.3464, -0.1803, 1.5084, 0.3300, 0.2920, -0.4754, 0.2353, 0.3581, -0.6048, -0.1864, -1.4046, -1.0589, -0.3595, -0.3761, 0.3475, 0.3272, 0.2525, 0.1030, 0.4873, 0.3647, -0.0200, 0.2301, -0.5846, -0.1988, 0.3477, 0.2626, -0.6554, -0.4761, -0.5842, 0.2621, 0.4196, 0.3242, 0.2671, -0.3039, -0.4655]}

***

Record 3
{"formula": "C33H28Cl5N4NiOS3Si", "method": "the ωB97M-V functional and the def2-TZVPD basis", "orbital_gap_ev": [7.2, 7.4], "s2": 2.01, "lumo_energy_ev": [2.1, 2.1], "fmax_ha_per_bohr": 0.006, "total_charge": -1, "multiplicity": 3, "e_homo_ev": [-5.098, -5.302], "total_energy_ha": -6862.123884, "species": ["C", "C", "H", "C", "C", "N", "S", "Cl", "C", "H", "C", "C", "Cl", "H", "H", "S", "H", "H", "H", "C", "H", "C", "N", "C", "C", "Cl", "C", "C", "S", "H", "H", "H", "H", "C", "H", "H", "H", "C", "C", "H", "C", "H", "C", "C", "C", "C", "C", "H", "H", "C", "H", "C", "H", "C", "O", "H", "N", "H", "C", "Cl", "C", "C", "C", "H", "N", "Cl", "Ni", "C", "H", "C", "H", "H", "Si", "H", "C", "C"], "xyz": [[-4.481, -0.340, -1.597], [-0.680, -1.793, 3.111], [5.670, -1.153, 2.531], [1.843, 2.847, -1.106], [0.331, -2.614, 3.604], [-3.220, -0.818, 0.182], [-1.606, -3.764, 0.258], [-2.382, 0.248, 3.440], [0.952, -2.392, 4.835], [-4.851, 1.645, -0.903], [-0.664, -3.309, -1.120], [-0.018, 3.238, 3.988], [-1.029, 0.806, 6.183], [0.765, -3.318, -5.581], [5.377, 1.292, 2.289], [2.605, -2.739, -3.590], [-1.675, 4.527, 4.434], [1.486, 1.884, 3.311], [-1.707, -0.641, -3.375], [0.073, -2.489, -5.574], [2.847, 2.528, -0.816], [-1.260, 2.769, 1.571], [-1.104, -2.873, -2.251], [3.368, 1.131, 1.552], [-1.694, -0.343, -5.508], [0.877, -3.985, 2.685], [-0.043, 2.126, 1.823], [-0.430, -2.029, -4.369], [1.088, -3.461, -1.092], [-3.487, -2.292, -1.342], [-3.417, 1.090, 1.100], [-1.212, 1.331, -1.641], [1.704, -1.752, 1.047], [-3.729, -1.302, -1.000], [-2.378, 0.495, -5.476], [0.469, 3.402, 4.942], [1.921, 3.307, -2.098], [0.545, -1.331, 5.633], [2.503, -1.083, 1.337], [-5.028, -0.328, -2.522], [-1.073, -0.774, 3.973], [0.738, -0.291, -2.072], [-0.469, 2.130, -1.705], [1.429, 0.556, -2.051], [-1.185, -0.787, -6.721], [-3.652, 0.414, 0.297], [4.570, 0.620, 2.023], [3.260, 2.207, 1.462], [2.394, 0.183, -1.706], [1.198, -2.913, -2.734], [-1.769, 2.581, 0.634], [3.699, -1.605, 1.811], [1.555, 0.912, -3.079], [4.734, -0.752, 2.159], [-0.399, -0.351, 0.398], [3.813, -2.678, 1.907], [-0.070, -2.659, -3.140], [1.513, 3.619, -0.405], [-1.318, -0.963, -4.328], [2.232, -3.417, 5.381], [-1.842, 3.630, 2.489], [0.561, 2.384, 3.055], [0.876, 1.664, -1.140], [-2.787, 4.112, 2.262], [-4.424, 0.750, -0.755], [1.307, -1.033, 7.154], [-1.540, -1.604, 1.261], [-0.305, -1.859, -6.751], [-0.851, 3.000, -1.170], [2.305, 0.291, 1.210], [-1.474, -0.297, -7.643], [0.092, -2.209, -7.695], [0.624, 0.858, 0.570], [-0.358, 2.412, -2.759], [-0.493, -0.512, 5.205], [-1.220, 3.866, 3.707]], "atomic_forces_ev_per_a": [[0.026, 0.005, 0.002], [0.025, -0.077, 0.107], [0.004, -0.003, 0.011], [0.044, -0.072, -0.002], [-0.035, 0.129, 0.058], [-0.004, -0.042, -0.051], [-0.093, 0.127, -0.130], [-0.204, 0.076, 0.107], [0.051, -0.107, -0.093], [-0.024, 0.038, -0.002], [0.265, -0.010, -0.062], [0.022, 0.039, -0.020], [-0.018, -0.071, 0.091], [-0.033, 0.014, -0.017], [0.007, 0.005, -0.001], [0.174, 0.024, 0.040], [-0.003, 0.005, 0.007], [0.060, -0.006, -0.005], [-0.029, 0.057, 0.129], [0.049, -0.023, -0.094], [-0.005, 0.021, 0.000], [0.063, 0.109, -0.024], [-0.076, -0.028, 0.070], [0.004, 0.053, 0.057], [0.019, -0.008, -0.038], [-0.006, 0.054, -0.104], [-0.005, 0.064, -0.079], [-0.027, -0.126, 0.126], [-0.100, -0.083, -0.088], [0.006, -0.036, 0.010], [0.013, 0.014, 0.015], [-0.078, -0.054, -0.026], [-0.064, -0.028, 0.078], [-0.001, -0.026, -0.037], [-0.004, -0.001, -0.001], [0.000, -0.009, -0.006], [-0.005, 0.010, -0.032], [0.010, 0.085, 0.133], [0.063, -0.010, 0.035], [-0.013, 0.007, -0.023], [0.190, -0.210, -0.171], [0.019, 0.014, -0.012], [0.043, -0.028, -0.036], [-0.127, 0.049, 0.082], [-0.010, 0.031, -0.013], [0.013, 0.003, 0.014], [-0.013, 0.024, -0.003], [-0.019, -0.002, 0.023], [0.046, -0.012, 0.024], [-0.151, -0.079, 0.070], [-0.025, 0.015, 0.003], [-0.002, -0.031, -0.004], [-0.001, 0.046, -0.028], [0.023, -0.027, -0.008], [0.076, -0.013, -0.130], [0.011, -0.010, 0.010], [-0.015, 0.149, -0.124], [-0.006, 0.029, 0.018], [-0.009, -0.014, -0.035], [0.010, 0.017, 0.038], [-0.014, 0.005, -0.032], [-0.034, -0.073, 0.015], [0.036, -0.055, 0.009], [-0.002, 0.002, -0.007], [-0.008, -0.029, -0.013], [0.000, 0.000, -0.014], [-0.060, -0.143, 0.183], [-0.016, 0.009, 0.029], [0.004, 0.065, -0.022], [-0.029, -0.014, -0.054], [-0.003, 0.002, -0.003], [0.003, -0.011, -0.004], [0.021, 0.062, 0.027], [-0.005, -0.008, -0.028], [-0.024, 0.097, 0.047], [0.003, 0.025, 0.007]], "lowdin_spin": [-0.0001, 0.0402, 0.0000, 0.0007, 0.0066, 0.0179, 0.0624, 0.0182, 0.0005, 0.0002, 0.0081, 0.0000, 0.0021, 0.0000, 0.0000, 0.0008, 0.0000, 0.0000, 0.0001, 0.0002, 0.0000, -0.0002, 0.0159, -0.0001, 0.0000, 0.0026, -0.0001, 0.0001, 0.0013, -0.0001, 0.0001, 0.0001, -0.0002, 0.0010, 0.0000, 0.0000, 0.0002, 0.0013, -0.0001, 0.0000, 0.0143, 0.0002, 0.0002, 0.0002, 0.0002, 0.0057, 0.0000, 0.0000, 0.0000, 0.0009, 0.0000, 0.0000, 0.0000, 0.0000, 0.0630, 0.0000, 0.0029, 0.0000, 0.0002, 0.0006, 0.0000, 0.0000, 0.0028, 0.0000, 0.0023, 0.0004, 1.7170, 0.0000, 0.0000, -0.0004, 0.0000, 0.0000, 0.0080, 0.0000, 0.0014, 0.0000]}